15
Properties=species:S:1:pos:R:3:forces:R:3:lowdin_charge:R:1 method="wB97M-V/def2-TZVPD" gap_ev=9.0 e_above_lowest_kj_mol=198.9
C -0.397 -0.008 -0.070 1.5 1.2 0.5 -0.27
C -1.562 -0.807 0.105 -1.3 -1.6 0.0 -0.14
C -2.788 -0.326 0.218 -1.3 0.7 0.1 0.01
C 0.990 -0.644 -0.034 0.0 -1.1 -0.9 -0.48
H 0.422 2.875 -0.521 -0.1 0.8 -0.1 0.08
H 1.276 1.551 -0.909 0.2 0.2 0.5 0.10
H -1.452 -1.885 0.137 0.3 0.0 0.0 0.11
H -3.686 -0.958 0.381 0.9 0.4 -0.2 0.07
H -2.969 0.761 0.152 0.1 -0.7 0.1 0.06
H 2.722 -0.858 0.943 -0.7 0.5 -0.1 0.12
H 1.717 0.205 1.823 -0.6 0.0 -0.8 0.12
N 0.639 1.954 -0.213 1.3 0.7 -0.9 0.01
N -0.509 1.263 -0.154 -1.1 -1.1 0.3 0.02
N 1.882 -0.260 0.932 1.0 -1.1 0.3 0.15
O 1.304 -1.461 -0.909 -0.3 1.0 1.2 0.05